Here is a molecular structure, C63H52AsF5O4PPdS from the Open Molecules 2025 dataset. Energies are from ωB97M-V with the def2-TZVPD basis set.

For the LUMO energy (alpha / beta), the calculation gives 1.89 / 1.89 eV. The calculation puts the HOMO-LUMO gap (alpha / beta) at 6.83 / 6.83 eV. Its total charge is -1. As for the HOMO energy (alpha / beta): -4.94 / -4.94 eV.

Element x y z (Å)
1 Pd -1.389 0.666 0.098
2 C -1.803 -4.666 -4.250
3 C -2.753 -3.827 -3.414
4 C -4.193 -4.303 -3.518
5 O -2.646 -2.485 -3.829
6 C -2.515 -1.643 -2.676
7 C -1.880 -2.582 -1.647
8 O -2.363 -3.867 -2.053
9 C -2.224 -2.332 -0.150
10 O -1.350 -1.377 0.395
11 C -3.720 -1.998 -0.053
12 C -4.698 -2.982 -0.192
13 C -6.045 -2.646 -0.140
14 C -6.431 -1.327 0.073
15 C -5.460 -0.342 0.197
16 C -4.121 -0.691 0.118
17 C -1.956 -3.591 0.700
18 C -1.076 -4.597 0.319
19 C -0.825 -5.678 1.158
20 C -1.429 -5.759 2.403
21 C -2.273 -4.732 2.814
22 C -2.526 -3.660 1.971
23 C -1.733 -0.361 -3.022
24 O -1.829 0.566 -2.015
25 C -2.353 0.329 -4.263
26 C -1.635 1.378 -4.840
27 C -2.153 2.102 -5.902
28 C -3.413 1.797 -6.408
29 C -4.149 0.782 -5.818
30 C -3.627 0.058 -4.750
31 C -0.271 -0.731 -3.378
32 C 0.766 -0.290 -2.568
33 C 2.092 -0.557 -2.894
34 C 2.397 -1.297 -4.027
35 C 1.365 -1.754 -4.839
36 C 0.044 -1.459 -4.528
37 H -2.041 -4.552 -5.309
38 H -1.885 -5.716 -3.964
39 H -0.783 -4.323 -4.072
40 H -4.498 -4.352 -4.565
41 H -4.835 -3.601 -2.985
42 H -4.291 -5.289 -3.058
43 H -3.502 -1.332 -2.329
44 H -0.789 -2.533 -1.731
45 H -4.394 -4.011 -0.345
46 H -6.798 -3.417 -0.259
47 H -7.481 -1.068 0.138
48 H -5.741 0.693 0.347
49 H -3.344 0.046 0.164
50 H -0.586 -4.551 -0.644
51 H -0.151 -6.462 0.831
52 H -1.241 -6.607 3.051
53 H -2.737 -4.771 3.793
54 H -3.175 -2.858 2.304
55 H -0.662 1.630 -4.436
56 H -1.575 2.911 -6.335
57 H -3.820 2.358 -7.241
58 H -5.142 0.548 -6.186
59 H -4.222 -0.732 -4.311
60 H 0.500 0.277 -1.688
61 H 2.900 -0.171 -2.281
62 H 3.429 -1.496 -4.290
63 H 1.594 -2.330 -5.728
64 H -0.753 -1.786 -5.181
65 F -4.118 4.553 5.539
66 C -3.561 4.194 4.377
67 C -3.453 2.865 4.024
68 F -3.862 1.919 4.877
69 C -2.918 2.512 2.800
70 F -2.842 1.202 2.549
71 C -2.471 3.444 1.857
72 S -1.836 3.099 0.271
73 C -2.558 4.770 2.282
74 F -2.095 5.748 1.491
75 C -3.093 5.146 3.498
76 F -3.157 6.443 3.833
77 C 2.081 1.417 0.510
78 C 3.354 1.259 1.340
79 As 4.948 1.488 0.211
80 C 4.733 3.401 -0.144
81 C 4.874 3.855 -1.451
82 C 4.759 5.209 -1.747
83 C 4.504 6.119 -0.733
84 C 4.367 5.675 0.579
85 C 4.482 4.324 0.870
86 C 6.249 1.676 1.668
87 C 6.145 0.935 2.843
88 C 7.080 1.085 3.861
89 C 8.133 1.975 3.714
90 C 8.262 2.699 2.534
91 C 7.328 2.547 1.520
92 P 0.610 0.601 1.260
93 C 1.140 -1.099 1.570
94 C 2.083 -1.715 0.754
95 C 2.419 -3.047 0.951
96 C 1.817 -3.770 1.970
97 C 0.851 -3.169 2.767
98 C 0.497 -1.849 2.552
99 C 0.721 1.415 2.910
100 C 0.381 2.769 2.951
101 C 0.556 3.510 4.112
102 C 1.075 2.909 5.250
103 C 1.411 1.564 5.220
104 C 1.242 0.820 4.058
105 H 2.208 1.031 -0.505
106 H 1.819 2.472 0.413
107 H 3.413 0.263 1.778
108 H 3.376 1.975 2.161
109 H 5.073 3.140 -2.241
110 H 4.867 5.549 -2.770
111 H 4.410 7.174 -0.960
112 H 4.172 6.383 1.374
113 H 4.381 3.989 1.897
114 H 5.326 0.238 2.973
115 H 6.977 0.510 4.773
116 H 8.858 2.096 4.510
117 H 9.087 3.390 2.409
118 H 7.430 3.122 0.606
119 H 2.557 -1.168 -0.053
120 H 3.142 -3.520 0.297
121 H 2.082 -4.808 2.129
122 H 0.347 -3.747 3.530
123 H -0.304 -1.400 3.128
124 H -0.013 3.243 2.062
125 H 0.288 4.561 4.117
126 H 1.218 3.485 6.157
127 H 1.822 1.090 6.104
128 H 1.526 -0.223 4.049


Here is a molecular structure, C63H55AsCl5GeN4OP4Se2Ti from the Open Molecules 2025 dataset. Energies are from ωB97M-V with the def2-TZVPD basis set.

For the LUMO energy (alpha / beta), the calculation gives -0.80 / -4.04 eV. The calculation puts the HOMO-LUMO gap (alpha / beta) at 4.24 / 2.74 eV. As for the HOMO energy (alpha / beta): -5.04 / -6.78 eV. As for the multiplicity: 4.

Element x y z (Å)
1 Ti 0.806 0.526 0.851
2 Se -5.568 2.101 -0.287
3 P -4.455 0.978 -1.678
4 C -4.162 1.934 -3.195
5 C -4.832 1.702 -4.388
6 C -4.614 2.545 -5.463
7 C -3.770 3.633 -5.334
8 C -3.139 3.891 -4.127
9 C -3.332 3.040 -3.057
10 C -5.282 -0.569 -2.178
11 C -6.353 -1.025 -1.418
12 C -7.008 -2.187 -1.775
13 C -6.600 -2.896 -2.894
14 C -5.526 -2.447 -3.648
15 C -4.860 -1.290 -3.291
16 C -2.850 0.608 -0.964
17 C -1.520 0.246 -1.306
18 N -0.841 0.243 -0.122
19 N -1.701 0.577 0.832
20 N -2.879 0.791 0.357
21 P -0.772 -0.545 -2.717
22 Se 1.327 -0.734 -2.534
23 C -1.145 0.386 -4.237
24 C -1.721 -0.184 -5.364
25 C -1.800 0.549 -6.536
26 C -1.300 1.839 -6.586
27 C -0.712 2.402 -5.466
28 C -0.632 1.677 -4.293
29 C -1.574 -2.180 -2.883
30 C -1.086 -3.054 -3.853
31 C -1.608 -4.328 -3.958
32 C -2.611 -4.740 -3.091
33 C -3.075 -3.882 -2.109
34 C -2.551 -2.608 -1.994
35 H -5.525 0.877 -4.479
36 H -5.119 2.355 -6.399
37 H -3.617 4.296 -6.172
38 H -2.506 4.757 -4.016
39 H -2.864 3.233 -2.100
40 H -6.672 -0.451 -0.559
41 H -7.843 -2.533 -1.185
42 H -7.118 -3.796 -3.186
43 H -5.205 -3.002 -4.516
44 H -4.021 -0.938 -3.875
45 H -2.094 -1.198 -5.336
46 H -2.239 0.103 -7.416
47 H -1.362 2.405 -7.503
48 H -0.305 3.401 -5.510
49 H -0.153 2.094 -3.415
50 H -0.292 -2.723 -4.510
51 H -1.234 -5.003 -4.714
52 H -3.028 -5.732 -3.176
53 H -3.853 -4.199 -1.431
54 H -2.909 -1.951 -1.212
55 C 0.745 -3.389 -0.414
56 P 0.545 -2.538 1.207
57 C 1.051 -4.010 2.225
58 C -1.263 -2.680 1.471
59 C -2.038 -3.749 1.040
60 C -3.400 -3.765 1.279
61 C -4.003 -2.693 1.919
62 C -3.238 -1.633 2.369
63 C -1.862 -1.634 2.176
64 P -0.740 -0.335 2.810
65 C -0.082 -1.298 4.275
66 C -1.880 0.728 3.765
67 H 0.082 -2.936 -1.147
68 H 0.536 -4.455 -0.336
69 H 1.773 -3.249 -0.751
70 H 0.266 -4.763 2.175
71 H 1.233 -3.744 3.262
72 H 1.968 -4.418 1.803
73 H -1.578 -4.576 0.519
74 H -3.994 -4.610 0.961
75 H -5.071 -2.686 2.076
76 H -3.719 -0.795 2.847
77 H -0.681 -2.193 4.455
78 H -0.129 -0.656 5.155
79 H 0.958 -1.591 4.104
80 H -2.479 0.108 4.435
81 H -2.521 1.302 3.098
82 H -1.286 1.418 4.365
83 Cl 5.283 -1.223 0.001
84 C 4.600 0.249 -0.560
85 C 5.372 1.169 -1.247
86 C 4.813 2.347 -1.717
87 Cl 5.831 3.484 -2.509
88 C 3.440 2.636 -1.555
89 C 2.757 3.748 -2.081
90 C 1.385 3.833 -1.885
91 C 0.726 2.883 -1.131
92 N 1.364 1.860 -0.529
93 C 2.689 1.714 -0.792
94 C 3.242 0.507 -0.287
95 O 2.442 -0.274 0.386
96 H 6.417 0.963 -1.424
97 H 3.290 4.498 -2.640
98 H 0.823 4.652 -2.307
99 H -0.344 2.945 -0.970
100 Cl 1.460 4.755 1.382
101 Ge 0.348 2.972 2.207
102 Cl -0.223 3.849 4.197
103 Cl -1.557 3.442 1.153
104 C 6.660 2.929 1.387
105 C 5.392 3.462 1.229
106 C 4.283 2.762 1.670
107 C 4.418 1.523 2.291
108 C 5.699 0.999 2.445
109 C 6.806 1.696 1.996
110 As 2.803 0.580 2.907
111 C 3.719 -1.070 3.467
112 C 3.673 -2.174 2.627
113 C 4.425 -3.303 2.900
114 C 5.231 -3.343 4.024
115 C 5.278 -2.249 4.875
116 C 4.533 -1.119 4.598
117 C 2.644 1.471 4.662
118 C 2.836 2.844 4.758
119 C 2.601 3.508 5.949
120 C 2.147 2.812 7.055
121 C 1.951 1.444 6.972
122 C 2.202 0.778 5.786
123 H 7.527 3.466 1.034
124 H 5.256 4.427 0.762
125 H 3.303 3.199 1.518
126 H 5.838 0.034 2.913
127 H 7.787 1.264 2.127
128 H 3.057 -2.130 1.735
129 H 4.397 -4.146 2.224
130 H 5.828 -4.217 4.235
131 H 5.915 -2.270 5.746
132 H 4.599 -0.249 5.245
133 H 3.176 3.403 3.892
134 H 2.754 4.575 6.001
135 H 1.944 3.334 7.978
136 H 1.593 0.898 7.834
137 H 2.076 -0.299 5.736


In hartree/bohr, the max |F| values for the records above are, in order, 0.024; 0.079.